[1]
# C8H12BaN2P

A molecular structure, C8H12BaN2P in a non-equilibrium geometry (the ωB97M-V functional and the def2-TZVPD basis, OMol25).

```
24
Properties=species:S:1:pos:R:3:lowdin_charge:R:1
Ba 0.474 -0.508 -0.881 1.1857
P -0.767 -2.896 1.203 0.5570
N 0.643 0.909 1.754 -0.0518
N 1.126 1.318 3.872 0.0128
C -1.065 -1.284 -3.395 -0.4888
C 1.151 2.207 1.868 -0.1397
C -0.390 -0.109 -3.852 -0.3246
C 1.475 2.474 3.177 -0.1044
C 0.619 0.402 2.995 -0.1995
C -0.266 1.680 -2.034 -0.4258
C -0.112 1.166 -3.272 -0.5196
C -1.489 -1.586 -2.148 -0.4472
H 0.281 1.838 -4.056 0.0488
H -1.230 -4.168 0.685 -0.1391
H 1.912 3.349 3.649 0.1012
H 1.244 2.841 1.001 0.0993
H -2.058 -2.523 -1.957 -0.0819
H -0.243 -0.096 -4.938 0.0402
H 0.289 -3.489 1.972 -0.1822
H -1.700 -2.907 2.292 -0.1752
H -1.236 -1.988 -4.241 0.0552
H 1.237 1.170 4.873 0.1444
H 0.267 -0.581 3.331 0.1111
H -0.161 2.778 -1.897 -0.0757
```

Charge ... -1
Lowest unoccupied orbital energy ... 2.10 eV
Gap between HOMO and LUMO ... 2.6 eV



[2]
# C5H10NP

2 unconnected molecules or ions with the total composition C5H10NP in a non-equilibrium geometry (the ωB97M-V functional and the def2-TZVPD basis, OMol25).

```
17
Properties=species:S:1:pos:R:3:lowdin_charge:R:1
P -0.570 2.385 0.670 0.7721
N -0.149 0.698 0.797 -0.2889
C 1.087 -1.283 0.637 -0.0534
C 0.773 0.074 0.119 -0.4949
C -2.336 -0.976 0.386 -0.0184
C -2.189 -1.396 -0.712 0.0191
C 1.642 0.673 -0.913 -0.0635
H 0.275 -1.554 1.312 0.0779
H -2.340 -0.223 1.097 -0.0161
H -1.848 1.979 1.140 -0.1181
H -1.016 2.320 -0.569 -0.1627
H 1.175 0.541 -1.847 0.0601
H 1.766 1.838 -0.820 0.0984
H 1.187 -2.090 -0.006 0.0604
H 1.925 -1.248 1.206 0.0492
H 2.609 0.140 -0.915 0.0863
H -1.990 -1.879 -1.583 -0.0075
```

SMILES ... CC(C)=NP.C#C
Lowest unoccupied orbital energy ... 0.86 eV
Gap between HOMO and LUMO ... 9.7 eV



[3]
# C30H22IrN8O4S

A molecular structure, C30H22IrN8O4S in a non-equilibrium geometry (the ωB97M-V functional and the def2-TZVPD basis, OMol25).

```
66
Properties=species:S:1:pos:R:3:lowdin_charge:R:1
Ir -1.158 -0.995 0.542 1.4288
S 4.649 5.807 -2.888 0.3911
O 5.562 6.590 -2.100 -0.3535
O 4.990 5.541 -4.263 -0.3553
O 3.254 5.932 -2.578 -0.3680
O -0.061 -2.754 1.006 -0.1763
N -2.405 1.419 1.539 0.1293
N 6.331 3.751 -2.270 0.1519
N -0.502 -7.119 2.579 0.1509
N -1.484 -3.807 2.432 0.1866
N 4.049 3.414 -1.864 0.1569
N -2.240 0.766 0.431 -0.1028
N 0.685 0.129 -0.364 -0.0292
N 2.726 -4.784 0.535 0.1497
C 4.255 2.143 -1.431 -0.2001
C -0.398 -0.823 3.573 -0.0764
C -1.093 -0.333 2.486 -0.1657
C 0.697 1.430 -0.687 -0.1085
C 5.578 1.664 -1.422 0.0087
C -2.418 1.034 -1.973 -0.0648
C -2.573 -2.022 -0.891 -0.2842
C 5.081 4.071 -2.230 -0.3900
C -0.393 -0.133 4.782 -0.0337
C 1.841 2.101 -1.035 0.0481
C -4.648 2.647 -1.618 -0.0536
C 6.588 2.502 -1.847 -0.0834
C 1.852 -0.526 -0.343 -0.1031
C 3.053 0.070 -0.659 0.0355
C -0.056 -6.156 2.131 -0.2457
C 0.428 -4.960 1.609 -0.2051
C -4.004 2.124 -0.516 -0.0018
C -0.382 -3.782 1.652 -0.5225
C -3.442 -2.821 -0.082 -0.0925
C -3.074 1.560 -3.066 -0.0507
C -2.885 1.295 -0.677 -0.2809
C -1.609 -2.937 -1.462 -0.0944
C -1.087 1.062 4.909 -0.0537
C -1.771 1.593 3.839 0.0133
C -1.865 -4.201 -0.975 -0.0412
C 3.073 1.422 -1.035 -0.1046
C -1.785 0.907 2.616 -0.2912
C -2.999 -4.133 -0.127 -0.0606
C 1.685 -4.895 1.012 -0.2320
C -4.193 2.362 -2.898 -0.0491
H -5.508 3.286 -1.485 0.1140
H -1.788 -4.664 2.863 0.1095
H -4.705 2.757 -3.761 0.1136
H 5.802 0.665 -1.090 0.0962
H -4.316 -2.459 0.429 0.1087
H 0.158 -1.747 3.501 0.1048
H -1.521 0.448 -2.112 0.0989
H -1.092 1.581 5.856 0.1161
H -2.108 -3.013 2.416 0.0880
H -0.846 -2.674 -2.176 0.1135
H -2.954 -1.170 -1.436 0.0826
H -4.345 2.329 0.487 0.1102
H 0.153 -0.535 5.621 0.1193
H -0.247 1.953 -0.670 0.1012
H -2.289 2.536 3.911 0.1232
H 7.626 2.205 -1.863 0.1114
H -3.455 -4.970 0.371 0.1180
H 1.820 3.144 -1.310 0.1296
H 3.956 -0.516 -0.621 0.1190
H -2.709 1.352 -4.058 0.1168
H -1.303 -5.093 -1.184 0.1256
H 1.819 -1.569 -0.059 0.1036
```

2S+1 ... 2
Lowest unoccupied orbital energy (spin up / spin down) ... -4.37 / -4.78 eV
Gap between HOMO and LUMO (spin up / spin down) ... 3.0 / 2.6 eV